(1)
DFT (the ωB97M-V functional and the def2-TZVPD basis) results for one molecule with the formula C4H8O2.

Cartesian coordinates (Å):
C (-0.19, 0.50, 1.67)
O (0.23, 1.18, 0.50)
C (0.31, 0.36, -0.65)
C (-1.01, -0.15, -1.19)
C (1.31, -0.75, -0.37)
O (1.16, -1.91, -0.67)
H (-1.28, 0.41, 1.74)
H (0.18, 1.08, 2.52)
H (0.25, -0.51, 1.74)
H (0.78, 1.02, -1.41)
H (-1.52, -0.81, -0.48)
H (-1.68, 0.69, -1.42)
H (-0.84, -0.72, -2.11)
H (2.22, -0.40, 0.17)

Values from the calculation:
multiplicity	1
energy above the lowest of the compared OMol25 structures with the same formula, charge and spin	37.33	kcal per mole
lowest unoccupied orbital energy	0.89	eV
Kohn-Sham gap	10.63	eV

(2)
DFT (the ωB97M-V functional and the def2-TZVPD basis) results for one molecule with the formula C5H9NO at a distorted geometry.

Cartesian coordinates (Å):
C (-2.11, -0.26, -0.19)
C (-0.59, -0.45, -0.14)
C (-0.23, -1.28, 1.02)
N (0.02, -1.88, 1.97)
C (0.17, 0.89, -0.03)
C (1.68, 0.68, -0.01)
O (2.02, -0.26, -1.01)
H (-2.37, 0.33, -1.06)
H (-2.46, 0.25, 0.71)
H (-2.63, -1.23, -0.27)
H (-0.26, -0.97, -1.04)
H (-0.10, 1.50, -0.90)
H (-0.13, 1.42, 0.88)
H (2.01, 0.33, 0.98)
H (2.20, 1.62, -0.21)
H (2.80, -0.70, -0.69)

Values from the calculation:
multiplicity	1
energy above the lowest of the compared OMol25 structures with the same formula, charge and spin	24.54	kcal per mole
lowest unoccupied orbital energy	0.86	eV
Kohn-Sham gap	11.56	eV

(3)
DFT (the ωB97M-V functional and the def2-TZVPD basis) results for C40H50BaBrN3O6 as an isolated structure at a distorted geometry.

Cartesian coordinates (Å):
Ba (-9.26, -15.29, -4.32)
C (-8.89, -20.60, -2.45)
C (-8.93, -20.83, -3.95)
C (-7.70, -20.67, -4.52)
C (-6.83, -20.25, -3.42)
C (-7.40, -20.29, -2.18)
C (-6.69, -20.03, -0.92)
C (-6.79, -21.38, -0.15)
C (-7.53, -18.99, -0.12)
C (-5.21, -19.59, -1.11)
C (-7.10, -20.85, -5.91)
C (-5.65, -21.30, -5.75)
C (-7.06, -19.47, -6.61)
C (-7.64, -21.91, -6.86)
C (-10.22, -21.15, -4.56)
C (-10.18, -22.65, -4.94)
C (-11.39, -21.04, -3.55)
C (-10.50, -20.28, -5.81)
H (-9.29, -21.41, -1.89)
H (-5.83, -19.86, -3.63)
H (-7.83, -21.63, 0.05)
H (-6.26, -21.39, 0.80)
H (-6.36, -22.26, -0.70)
H (-8.57, -19.37, -0.28)
H (-7.42, -17.97, -0.56)
H (-7.34, -18.94, 0.96)
H (-4.64, -20.26, -1.71)
H (-4.64, -19.51, -0.17)
H (-5.22, -18.62, -1.59)
H (-5.07, -20.51, -5.28)
H (-5.22, -21.54, -6.75)
H (-5.64, -22.18, -5.13)
H (-6.57, -18.67, -6.07)
H (-8.05, -19.06, -6.85)
H (-6.57, -19.59, -7.63)
H (-7.57, -22.96, -6.49)
H (-7.02, -21.89, -7.76)
H (-8.68, -21.81, -7.16)
H (-10.07, -23.28, -4.07)
H (-9.40, -22.90, -5.68)
H (-11.18, -22.91, -5.38)
H (-11.29, -21.76, -2.73)
H (-12.38, -21.21, -4.03)
H (-11.45, -20.07, -3.11)
H (-9.72, -20.23, -6.55)
H (-10.58, -19.12, -5.62)
H (-11.44, -20.59, -6.22)
O (-13.74, -14.24, -0.27)
C (-13.62, -15.56, -0.17)
O (-14.34, -16.24, 0.54)
C (-12.52, -16.14, -0.99)
C (-12.07, -17.44, -1.04)
N (-11.18, -17.66, -2.06)
N (-10.85, -16.48, -2.53)
C (-11.67, -15.50, -1.98)
C (-11.72, -14.11, -2.59)
O (-12.81, -13.46, -2.36)
O (-10.69, -13.70, -3.19)
H (-13.38, -13.78, -1.20)
H (-12.38, -18.29, -0.40)
H (-9.52, -19.71, -2.30)
C (-6.03, -13.35, -0.65)
C (-5.41, -14.08, -1.70)
C (-6.15, -14.37, -2.81)
N (-7.40, -13.85, -2.95)
C (-7.92, -13.04, -2.03)
C (-7.26, -12.79, -0.84)
H (-5.54, -13.28, 0.30)
H (-4.40, -14.48, -1.58)
H (-5.74, -15.00, -3.64)
H (-8.86, -12.56, -2.32)
H (-7.76, -12.17, -0.05)
Br (-5.10, -16.46, -8.48)
C (-4.91, -14.71, -7.83)
C (-3.70, -14.08, -8.08)
C (-3.67, -12.71, -8.25)
C (-4.82, -11.94, -7.99)
C (-5.97, -12.54, -7.47)
C (-6.04, -13.95, -7.33)
C (-7.24, -14.58, -6.64)
O (-8.15, -13.70, -6.44)
O (-7.17, -15.74, -6.17)
H (-2.75, -14.59, -8.18)
H (-2.70, -12.22, -8.41)
H (-4.78, -10.83, -8.08)
H (-6.86, -11.97, -7.14)
C (-10.35, -16.13, -8.81)
C (-11.62, -16.10, -7.98)
C (-12.83, -16.76, -8.63)
C (-11.98, -14.76, -7.39)
C (-11.30, -17.02, -6.89)
C (-10.86, -17.91, -6.19)
H (-10.39, -15.67, -9.80)
H (-10.02, -17.17, -8.94)
H (-9.56, -15.56, -8.30)
H (-13.07, -16.34, -9.64)
H (-13.72, -16.70, -8.04)
H (-12.56, -17.81, -8.77)
H (-12.14, -13.93, -8.14)
H (-11.23, -14.38, -6.67)
H (-12.88, -14.84, -6.82)

Values from the calculation:
total charge	-2
multiplicity	1
energy above the lowest of the compared OMol25 structures with the same formula, charge and spin	70.34	kcal per mole
lowest unoccupied orbital energy	3.57	eV
Kohn-Sham gap	4.54	eV